(1)
{"formula": "C11H14BF3N6Sr", "method": "ωB97M-V/def2-TZVPD", "relative_energy_kj_mol": 0.0, "e_tot_ha": -1111.3565, "gap_ev": 7.67, "homo_ha": -0.285, "symbols": ["H", "N", "H", "H", "H", "C", "F", "H", "Sr", "B", "H", "F", "N", "C", "C", "H", "N", "F", "C", "H", "C", "H", "H", "C", "C", "N", "H", "N", "N", "H", "H", "C", "H", "C", "C", "C"], "positions_angstrom": [[3.11, 1.96, -0.40], [-2.13, -0.16, -0.45], [1.22, -0.73, 3.34], [-2.45, -2.41, -0.40], [-4.09, -0.54, -1.07], [2.81, 2.77, -1.10], [2.02, 4.22, 1.94], [-1.77, 3.05, -0.21], [1.10, 1.06, 0.15], [-1.58, -1.61, -0.28], [1.35, -3.02, -3.74], [3.37, 2.60, 2.57], [0.64, -0.92, -1.30], [2.07, 2.85, 2.14], [-0.29, -2.72, -2.28], [3.03, 2.46, -2.13], [-0.45, -1.79, -1.32], [1.28, 2.61, 3.26], [-0.26, -2.40, 3.13], [-1.05, -3.48, -2.42], [0.47, -1.26, 2.77], [1.76, 3.09, -1.03], [3.43, 3.65, -0.87], [-3.36, 0.22, -0.83], [-3.41, 1.62, -0.81], [-0.89, -1.74, 1.12], [-4.26, 2.23, -1.06], [0.11, -0.86, 1.53], [-1.34, 0.96, -0.20], [-1.85, -3.44, 1.87], [-0.21, -2.96, 4.05], [0.93, -2.48, -2.92], [2.43, -0.86, -2.44], [-1.11, -2.67, 2.06], [-2.13, 2.04, -0.39], [1.48, -1.36, -2.27]]}



(2)
{"formula": "C4H5NO", "method": "ωB97M-V/def2-TZVPD", "relative_energy_kj_mol": 340.0, "smiles": "O=C1CC1.C#N", "e_tot_ha": -285.2851, "gap_ev": 9.83, "homo_ha": -0.323, "symbols": ["H", "H", "C", "C", "C", "O", "H", "H", "N", "H", "C"], "positions_angstrom": [[-2.38, 3.04, -1.18], [-1.39, -0.34, 0.46], [0.33, -0.11, -0.91], [-2.49, 2.08, -1.52], [0.17, 1.06, 0.00], [0.19, 2.20, 0.25], [-0.31, -0.11, -1.79], [1.34, -0.32, -1.18], [-2.52, 1.06, -2.12], [0.02, -1.26, 1.12], [-0.32, -0.36, 0.36]]}



(3)
{"formula": "C2Cl2FN", "method": "ωB97M-V/def2-TZVPD", "relative_energy_kj_mol": 20.8, "smiles": "N#CC(F)(Cl)Cl", "e_tot_ha": -1151.1754, "gap_ev": 12.72, "homo_ha": -0.451, "symbols": ["N", "C", "Cl", "C", "F", "Cl"], "positions_angstrom": [[1.60, -0.03, -1.52], [-0.32, -0.02, 0.29], [-1.79, 0.20, -0.57], [0.84, 0.17, -0.70], [-0.30, -1.30, 0.80], [-0.03, 0.99, 1.70]]}



(4)
{"formula": "C25H47Br3N3O9P2S4Si2", "method": "ωB97M-V/def2-TZVPD", "e_tot_ha": -12398.2186, "gap_ev": 7.71, "charge": 1, "homo_ha": -0.374, "symbols": ["H", "H", "H", "H", "H", "H", "C", "P", "C", "C", "N", "C", "H", "H", "Br", "H", "C", "S", "P", "S", "H", "O", "H", "H", "H", "S", "H", "Br", "C", "H", "Br", "Si", "H", "C", "H", "C", "C", "O", "C", "C", "H", "O", "C", "H", "H", "H", "H", "H", "H", "H", "O", "C", "C", "O", "H", "H", "C", "H", "C", "C", "H", "H", "S", "O", "C", "O", "N", "H", "O", "C", "N", "H", "H", "H", "H", "H", "C", "C", "H", "H", "H", "H", "H", "C", "C", "Si", "H", "H", "H", "H", "C", "C", "H", "O", "H"], "positions_angstrom": [[-2.21, -2.90, -7.03], [4.87, 1.49, 2.37], [-2.10, 0.49, -3.54], [5.47, -2.48, 1.48], [0.76, -0.27, -4.81], [3.71, 6.26, 1.55], [-4.02, -1.49, 5.10], [4.15, 4.27, 0.43], [3.18, 3.56, 6.32], [4.55, -2.91, 0.85], [-1.49, -0.17, -6.33], [-1.54, -2.24, -7.58], [-0.12, 0.80, -2.86], [-2.76, -2.14, 3.32], [1.79, -3.00, 2.31], [-2.35, -3.19, -4.65], [-1.64, -1.61, -3.32], [-0.11, -0.26, 0.08], [0.84, 0.34, 3.42], [-0.61, -4.07, 5.65], [-1.98, -0.71, 4.44], [5.53, 3.53, 0.25], [0.04, -3.14, 4.79], [-0.93, -2.88, -8.23], [0.69, 5.89, 6.89], [-0.24, 1.81, 4.08], [-3.82, -1.62, 7.45], [4.62, 0.14, -0.22], [-2.48, -0.47, -3.90], [-0.18, 1.43, -6.83], [1.65, 4.73, 2.99], [1.51, 0.53, 1.34], [0.25, -1.11, -7.12], [-3.43, -0.97, 6.54], [-3.42, -1.47, -8.33], [-3.43, -3.81, 5.62], [-0.68, -1.43, -6.63], [-4.45, -2.90, 5.08], [-2.22, -2.99, -3.58], [4.85, 3.21, 3.86], [1.42, 1.23, -5.40], [4.51, 5.88, 1.08], [-2.21, -4.51, 4.75], [4.74, -2.92, -0.30], [-1.11, -1.82, 1.87], [6.01, 3.15, 3.59], [-2.26, -1.01, 6.59], [4.40, -4.02, 1.25], [3.53, 1.36, 3.69], [-3.75, 0.15, 6.74], [-3.41, -0.11, 2.95], [-2.92, -1.13, 3.89], [-0.64, 1.06, -5.91], [1.78, 2.16, 0.77], [-1.28, 0.63, -8.34], [-1.55, -3.76, -3.18], [4.03, 2.09, 2.93], [-3.38, 0.45, -5.58], [-1.49, -0.96, 1.13], [-2.06, 0.13, -7.76], [0.00, -0.86, 3.49], [4.47, 4.31, 3.70], [4.77, 2.74, 5.71], [3.36, 4.51, -1.13], [3.06, -0.57, 0.88], [-2.30, 1.46, 1.47], [1.13, 3.61, 7.35], [-0.20, 2.39, -3.64], [-3.48, -4.17, 6.94], [0.37, 1.46, -3.58], [2.16, 2.72, 7.07], [-2.32, -5.69, 4.80], [-1.33, 1.83, -5.57], [-2.23, -1.53, 0.38], [1.92, 0.07, 4.38], [-0.61, -1.57, -3.68], [-2.42, 0.17, 1.89], [-2.35, -1.23, -8.38], [-2.21, -4.23, 3.62], [-0.44, -1.97, -5.72], [-4.99, -0.84, 4.88], [-2.93, 0.78, -7.68], [4.07, 4.83, -1.77], [3.20, -2.03, 1.28], [-2.71, -0.40, -5.40], [2.83, 3.10, 1.81], [-2.07, -1.24, -9.43], [-3.48, -0.55, -3.43], [-1.58, -1.47, -2.24], [-3.24, -1.29, -5.76], [0.52, 0.79, -4.94], [1.46, 5.00, 6.78], [-3.19, -3.11, -3.09], [2.79, 4.97, 6.14], [1.35, 1.69, -3.17]]}



(5)
{"formula": "C7H9NO2", "method": "ωB97M-V/def2-TZVPD", "relative_energy_kj_mol": 400.3, "spin_multiplicity": 3, "e_tot_ha": -477.1025, "gap_ev": [5.49, 6.56], "homo_ha": [-0.174, -0.342], "symbols": ["O", "H", "H", "N", "H", "H", "H", "O", "C", "H", "C", "C", "H", "C", "C", "H", "C", "C", "H"], "positions_angstrom": [[-1.33, -0.97, 1.55], [1.84, 2.55, 0.85], [2.21, 1.78, -0.79], [0.39, -0.29, 0.08], [-0.15, 2.82, -1.17], [-2.09, -0.92, 1.03], [0.16, 0.38, -1.82], [2.18, -0.16, 1.53], [-0.84, -2.39, -0.26], [-0.47, 2.40, 0.45], [1.54, 1.80, 0.10], [-1.41, -3.22, -0.85], [0.44, -1.83, 1.37], [1.46, 0.41, 0.74], [0.10, 2.04, -0.42], [-1.83, -4.09, -1.39], [-0.33, -1.39, 0.73], [-0.36, 0.61, -0.83], [-1.50, 0.48, -0.92]]}



(6)
{"formula": "C4H8NO2", "method": "ωB97M-V/def2-TZVPD", "relative_energy_kj_mol": 321.7, "e_tot_ha": -362.4017, "gap_ev": 8.43, "charge": -1, "homo_ha": -0.160, "symbols": ["H", "C", "H", "O", "O", "H", "H", "C", "N", "C", "C", "H", "H", "H", "H"], "positions_angstrom": [[-1.48, 2.24, -0.34], [-0.66, 0.31, 1.18], [1.08, 0.84, 0.09], [2.44, -1.07, -0.37], [1.06, -2.66, 0.41], [-0.20, -0.49, 1.76], [-0.59, 1.21, 1.79], [0.04, 0.61, -0.16], [-0.48, 2.07, -0.54], [1.33, -1.61, -0.19], [0.16, -0.81, -0.83], [-0.83, -1.27, -0.73], [-0.66, 1.20, -1.15], [0.51, -0.69, -1.86], [-1.72, 0.12, 0.95]]}



(7)
{"formula": "C3H8NOS", "method": "ωB97M-V/def2-TZVPD", "relative_energy_kj_mol": 289.3, "smiles": "[NH2+]=CCCOS", "e_tot_ha": -646.9142, "gap_ev": 6.87, "charge": 1, "homo_ha": -0.449, "symbols": ["C", "N", "H", "S", "C", "H", "H", "O", "H", "H", "C", "H", "H", "H"], "positions_angstrom": [[-1.06, -0.73, 0.10], [2.52, 0.47, -0.15], [-1.14, -0.87, 1.19], [-3.62, -0.07, -0.24], [0.17, 0.24, -0.07], [1.84, -1.29, -0.51], [0.32, 1.17, -0.84], [-2.03, 0.15, -0.35], [2.53, 1.45, 0.14], [-0.93, -1.51, -0.69], [1.48, -0.32, -0.27], [-3.88, 0.39, 1.15], [3.54, 0.30, -0.38], [0.26, 0.61, 0.91]]}



(8)
{"formula": "C12H16N2O", "method": "ωB97M-V/def2-TZVPD", "relative_energy_kj_mol": 396.7, "smiles": "CCc1c[nH]cn1.Cc1ccc(O)cc1", "e_tot_ha": -651.4925, "gap_ev": 8.54, "homo_ha": -0.293, "symbols": ["H", "H", "H", "H", "C", "C", "H", "H", "H", "C", "H", "C", "C", "H", "C", "N", "O", "H", "C", "C", "H", "C", "H", "H", "H", "C", "C", "H", "N", "H", "C"], "positions_angstrom": [[0.60, 4.45, -0.73], [1.42, 3.26, 1.13], [-1.91, 1.28, -0.89], [-1.96, -0.33, 0.80], [2.59, -1.52, -1.46], [1.40, -0.55, -1.61], [3.40, -1.20, -2.18], [-0.73, -1.01, 2.90], [1.10, -2.22, 0.83], [0.64, 2.48, 0.90], [-1.06, 4.34, -1.10], [-0.35, 0.62, 1.91], [-1.32, 0.55, 0.93], [0.09, 3.37, -2.05], [-1.43, -2.57, -1.30], [-0.79, -3.02, -0.14], [-0.25, -0.16, 3.02], [1.13, -0.38, -2.63], [0.33, -1.21, -0.91], [-0.27, 2.62, -0.12], [3.15, -1.63, -0.69], [0.64, 1.60, 1.96], [-1.11, -3.76, 0.43], [1.48, 0.48, -1.37], [-2.20, -3.20, -1.82], [0.30, -2.18, 0.12], [-1.26, 1.53, -0.13], [2.26, -2.55, -1.46], [-0.89, -1.47, -1.75], [1.31, 1.33, 2.78], [-0.14, 3.71, -1.12]]}



(9)
{"formula": "CH3ClN4", "method": "ωB97M-V/def2-TZVPD", "relative_energy_kj_mol": 201.3, "smiles": "[H]/N=N/C(Cl)/N=N/[H]", "e_tot_ha": -718.9389, "gap_ev": [7.52, 7.51], "homo_ha": [-0.301, -0.301], "symbols": ["N", "H", "H", "N", "N", "Cl", "H", "C", "N"], "positions_angstrom": [[0.31, 0.16, 1.23], [-1.57, 0.06, -1.45], [-0.24, 2.02, 0.94], [-0.77, -1.04, -0.35], [0.26, 1.13, 0.44], [-0.27, -2.16, 2.03], [1.16, -1.48, 0.16], [0.29, -1.10, 0.67], [-0.71, 0.02, -0.99]]}



(10)
{"formula": "C18H37O2P3Y", "method": "ωB97M-V/def2-TZVPD", "relative_energy_kj_mol": 0.0, "e_tot_ha": -1919.9138, "gap_ev": 3.30, "charge": 3, "homo_ha": -0.550, "symbols": ["H", "H", "H", "C", "H", "H", "H", "H", "H", "C", "C", "H", "H", "C", "C", "H", "O", "C", "H", "C", "H", "H", "H", "P", "H", "H", "H", "H", "C", "H", "H", "C", "H", "C", "H", "H", "H", "C", "H", "H", "H", "H", "H", "C", "C", "H", "C", "P", "H", "C", "H", "Y", "P", "H", "H", "O", "C", "H", "C", "H", "C"], "positions_angstrom": [[-2.59, -1.25, -8.91], [-4.86, 0.80, -0.41], [-3.34, -2.64, 0.58], [-3.77, -1.64, 0.78], [-3.77, -1.45, 1.86], [-1.36, 0.24, 4.18], [-4.90, 1.25, -6.21], [0.53, 2.12, -2.36], [0.80, -3.69, -3.42], [-3.29, -0.76, -1.85], [-0.53, -1.97, 2.77], [-1.28, 2.23, -2.51], [2.37, -3.31, 0.31], [-4.22, 0.40, -6.40], [-0.57, -3.92, -0.79], [1.62, 1.10, 3.27], [3.24, 0.12, 0.52], [-2.88, -0.96, -7.90], [-4.80, -1.60, 0.40], [2.13, 0.06, 0.15], [3.03, -2.58, -1.19], [-2.34, 0.49, 2.67], [-3.48, 1.96, -0.42], [-2.82, -0.38, -0.12], [-1.39, 2.74, 0.07], [0.17, -2.71, 2.38], [-1.58, -2.45, -6.92], [2.38, -4.27, -1.22], [1.35, 0.04, 3.33], [-0.52, -1.98, 3.86], [-0.26, -2.22, -3.41], [-0.47, 2.56, -0.50], [-1.55, -3.71, -1.26], [-3.91, 1.08, 0.08], [-0.20, -4.90, -1.14], [-1.10, 1.70, 3.15], [-1.53, -2.22, 2.41], [-2.32, -1.65, -6.82], [2.22, -0.56, 3.06], [-1.41, -2.38, -4.67], [-4.20, 0.65, -8.55], [-4.38, -0.76, -1.84], [-2.94, 0.00, -2.55], [-0.42, 2.22, -1.82], [2.27, -3.26, -0.79], [-0.71, -3.95, 0.31], [-2.74, -1.29, -5.52], [-0.05, -0.29, 2.21], [-2.93, -1.74, -2.18], [0.68, -2.65, -3.05], [-4.09, 1.29, 1.14], [-0.15, -0.04, -0.54], [0.63, -2.60, -1.24], [-4.19, -0.25, -4.31], [1.50, -2.03, -3.43], [-2.12, -1.76, -4.40], [-1.35, 0.63, 3.14], [0.44, 2.80, 0.06], [-3.79, 0.09, -7.69], [1.03, -0.20, 4.36], [-3.77, -0.36, -5.32]]}



(11)
{"formula": "C37H41N8SbSeSr", "method": "ωB97M-V/def2-TZVPD", "relative_energy_kj_mol": 2.0, "e_tot_ha": -4544.9772, "gap_ev": 5.00, "homo_ha": -0.228, "symbols": ["H", "H", "N", "C", "H", "C", "N", "C", "N", "C", "H", "C", "H", "C", "H", "H", "H", "H", "N", "H", "H", "H", "C", "C", "N", "C", "H", "H", "C", "H", "H", "H", "H", "C", "H", "H", "C", "H", "C", "N", "H", "H", "H", "H", "H", "H", "C", "H", "H", "C", "C", "Sr", "C", "H", "N", "H", "C", "C", "H", "C", "C", "C", "H", "C", "C", "H", "C", "C", "C", "H", "H", "C", "H", "C", "Sb", "N", "C", "C", "Se", "C", "H", "H", "C", "C", "C", "C", "H", "C", "H"], "positions_angstrom": [[0.02, -1.99, 5.77], [1.75, -3.80, -1.90], [1.41, -0.49, -2.48], [3.47, -1.68, 2.18], [1.29, 1.62, 4.05], [-3.51, -1.02, -1.37], [-2.50, -0.27, -1.84], [-0.19, 2.90, 1.51], [1.96, -1.32, 0.36], [-4.80, -0.93, -1.90], [-0.35, 4.67, 0.30], [-3.83, -3.75, 1.21], [-2.05, 1.35, 4.38], [2.94, 0.32, -4.13], [-4.12, 1.36, -4.29], [0.42, 3.60, -4.00], [-1.58, 0.31, 5.74], [1.54, 3.06, 0.20], [1.51, 1.18, 1.09], [0.46, -2.70, -1.49], [-4.59, -4.39, 1.63], [1.66, -3.42, 0.55], [-4.19, -2.82, 0.23], [1.55, -2.79, -1.52], [-7.10, -1.72, -1.72], [4.41, -1.36, 3.16], [-1.14, 3.28, -2.86], [4.76, -2.22, 3.72], [1.29, 2.61, 1.17], [3.47, 2.60, -6.64], [3.26, -2.74, 2.09], [3.79, 2.40, 1.55], [3.21, -2.94, -0.15], [1.11, 2.78, -4.14], [-1.82, 2.13, -0.55], [-2.35, 3.70, -1.06], [-5.04, -0.06, -2.96], [-0.24, 3.34, 2.51], [2.14, -2.67, -0.11], [-1.92, -2.05, 0.11], [3.18, -1.63, -2.28], [5.45, 1.86, 3.04], [5.80, -0.16, 4.21], [2.23, 0.14, 4.27], [-6.03, 0.02, -3.37], [-1.88, 1.11, -3.20], [5.02, -0.16, 3.46], [-1.84, 4.17, 1.07], [-0.55, -2.97, 1.33], [1.91, 2.97, -5.27], [-0.52, 3.11, -1.97], [-0.06, -0.07, -0.50], [2.12, -1.77, -2.52], [-0.72, 1.94, 1.61], [-6.55, -3.40, 0.19], [1.07, 0.64, 5.53], [1.80, 0.47, -3.27], [1.03, 1.77, -3.16], [-2.19, -4.53, 2.36], [-0.96, 3.79, 0.55], [3.43, 1.05, -5.18], [-1.60, -2.95, 1.04], [4.31, 0.62, -5.64], [4.76, 1.05, 2.81], [-0.02, -2.27, 4.72], [-2.79, -0.25, 4.56], [-3.20, -1.99, -0.30], [2.96, 2.23, -5.76], [2.70, -0.85, 1.33], [-0.85, -2.97, 4.57], [3.51, -0.57, -3.92], [3.76, 1.39, 1.93], [0.15, 3.99, -1.92], [-2.73, 0.54, -2.86], [-0.28, -0.52, 3.50], [0.24, 1.88, -2.10], [-1.46, 3.15, -0.75], [-5.55, -2.70, -0.26], [-8.00, -2.91, -0.73], [1.26, 0.61, 4.45], [1.67, 3.87, -5.83], [2.07, -2.19, -3.53], [-5.86, -1.76, -1.32], [-3.99, 0.68, -3.45], [2.62, 0.64, 1.49], [-2.51, -3.82, 1.61], [1.92, 3.09, 1.92], [-1.87, 0.32, 4.69], [0.91, -2.76, 4.44]]}



(12)
{"formula": "H2NO3PS", "method": "ωB97M-V/def2-TZVPD", "relative_energy_kj_mol": 82.8, "e_tot_ha": -1021.2279, "gap_ev": 9.41, "homo_ha": -0.368, "symbols": ["O", "O", "H", "S", "H", "O", "P", "N"], "positions_angstrom": [[0.92, 1.03, -1.92], [-0.87, -0.50, -1.23], [-0.27, -0.99, 0.10], [-0.42, 0.91, -1.49], [0.40, -1.81, 1.38], [-0.08, 1.59, 0.42], [0.19, 0.65, 1.63], [0.14, -0.88, 1.10]]}